Density functional theory data (the ωB97M-V functional and the def2-TZVPD basis) for a 12-piece molecular cluster, C30H48Cl6F4O27 overall in a non-equilibrium geometry.

```
115
Properties=species:S:1:pos:R:3:forces:R:3
O -1.36459 -4.81914 4.24376 -0.2 0.0 0.2
C -1.69391 -4.95205 3.11981 -0.4 -0.2 -0.2
O -0.94519 -4.69565 2.04757 0.7 0.4 0.0
C -1.71674 -4.83926 0.88147 -0.3 -0.6 -0.9
C -2.82148 -5.78250 1.34188 1.1 0.4 0.4
F -2.33552 -7.07234 1.31301 -0.1 -0.2 -0.1
O -2.93211 -5.40671 2.69363 -0.5 -0.3 0.0
H -2.09455 -3.88679 0.51478 0.0 0.1 0.3
H -1.12877 -5.30393 0.09181 0.1 0.0 0.1
H -3.73965 -5.78936 0.76210 -0.3 0.3 0.5
O 4.16591 1.71001 5.17229 -0.2 0.0 -0.5
C 4.25107 1.28861 4.06348 1.0 0.1 0.7
O 5.40652 1.21199 3.35348 0.4 0.2 -0.1
C 5.18881 0.25529 2.30497 -0.2 0.1 0.1
C 3.71462 0.49839 2.02616 0.8 -0.9 -0.3
F 3.10851 -0.61521 1.53364 0.0 0.2 0.4
O 3.26461 0.75400 3.34640 -1.6 0.1 -0.8
H 5.84311 0.40018 1.45092 0.1 0.3 0.1
H 5.34062 -0.73114 2.74851 -0.1 -0.2 -0.3
H 3.53369 1.29810 1.30424 -0.3 0.3 0.5
O -0.60019 1.70635 -3.11974 -0.4 0.7 0.3
C -0.67152 1.20990 -2.03530 0.5 -1.3 -0.8
O -1.34412 0.08928 -1.77239 -0.8 0.1 -0.5
C -1.16395 -0.32617 -0.41861 -0.4 0.3 0.1
C 0.06455 0.49577 -0.02604 -0.3 -1.1 -0.9
F 1.16270 -0.25522 -0.35592 0.5 0.0 0.3
O 0.07207 1.56405 -0.97495 -0.1 0.4 1.4
H -2.05552 -0.11775 0.17026 0.1 0.3 0.0
H -1.06623 -1.40896 -0.44252 0.6 0.1 0.3
H 0.11307 0.78741 1.01694 0.1 0.4 -0.2
O -3.67355 -2.23766 -1.09554 0.1 0.0 0.4
C -3.34459 -3.00342 -1.93289 -0.6 -0.5 -0.8
O -2.30841 -3.85068 -1.88322 0.5 0.0 0.6
C -2.09275 -4.44673 -3.14125 0.6 0.1 -1.1
C -3.26006 -3.92333 -4.01952 1.2 -1.2 1.5
F -3.96348 -5.00924 -4.45410 -0.2 0.7 -0.4
O -4.02683 -3.19648 -3.09911 -0.1 0.6 -0.5
H -1.12829 -4.12914 -3.54850 -0.1 0.3 0.2
H -2.01897 -5.53272 -3.11271 -0.6 0.0 0.4
H -2.83145 -3.30105 -4.80360 -0.9 0.0 -0.5
C 5.70863 -2.07522 -3.76402 -0.4 1.1 -1.6
O 5.25887 -1.18624 -2.74737 0.6 -1.3 1.4
C 4.43359 -0.22331 -3.05381 -0.6 1.6 -1.2
O 3.95067 -0.00005 -4.14010 0.0 -0.4 0.3
O 4.28539 0.56356 -1.98547 0.5 -0.3 0.8
C 3.39986 1.66456 -2.04064 -0.6 0.8 -0.6
H 4.89120 -2.34579 -4.43403 -0.2 -0.2 0.3
H 6.20595 -2.95647 -3.38307 0.0 0.2 0.6
H 6.36072 -1.47749 -4.40551 0.4 -0.3 0.1
H 3.57541 2.35241 -2.86950 0.2 -0.5 -0.4
H 3.54108 2.30588 -1.17145 0.1 -0.5 0.4
H 2.36690 1.33312 -2.09231 0.0 0.0 0.0
C 1.58343 -3.50237 -0.39946 2.0 -0.1 -0.6
O 1.34670 -2.95887 0.88722 -1.2 0.2 -0.7
C 2.17364 -3.33362 1.84570 1.0 -0.7 0.7
O 3.06601 -4.14903 1.76839 -0.3 0.4 -0.3
O 1.85577 -2.66219 2.93610 -0.9 1.3 0.0
C 2.68438 -2.69804 4.07847 0.7 -1.6 0.1
H 1.09922 -2.98657 -1.22567 -0.8 0.3 0.7
H 1.45591 -4.58150 -0.47187 -0.3 0.0 0.3
H 2.64114 -3.31478 -0.61517 0.1 -0.3 0.0
H 2.53545 -3.69036 4.51726 0.1 0.3 0.4
H 2.43672 -1.91205 4.78387 -0.4 0.1 -0.3
H 3.74817 -2.64245 3.83390 -0.1 0.2 -0.3
C 4.37894 4.72732 1.67153 0.3 1.0 -0.7
O 3.26031 3.90129 1.92417 0.4 -0.7 0.1
C 2.04269 4.30008 1.58694 -0.9 -0.4 0.5
O 1.66972 5.36604 1.19910 0.5 0.6 -0.2
O 1.23724 3.25506 1.81842 0.4 -0.6 -0.5
C -0.17023 3.46084 1.88924 -0.2 0.6 1.0
H 4.48092 5.53880 2.39191 -0.2 -0.1 0.2
H 4.29905 5.17824 0.67919 -0.1 0.0 0.1
H 5.28203 4.12302 1.69052 -0.2 -0.3 0.2
H -0.37421 3.38563 2.96073 -0.5 -0.1 -0.1
H -0.73087 2.71193 1.34464 0.3 -0.1 -0.1
H -0.47944 4.45816 1.58061 0.3 0.0 -0.2
C -5.45779 1.33173 2.26277 -0.6 -0.2 -0.3
O -4.86838 2.49955 1.67648 -0.2 -0.1 -0.4
C -3.57321 2.49676 1.41004 0.0 0.0 0.6
O -2.82198 1.59288 1.66268 0.3 -0.3 -0.2
O -3.14659 3.64280 0.90274 0.5 0.4 0.1
C -4.07071 4.68201 0.56629 -1.1 -0.5 -1.0
H -6.03362 1.75374 3.08079 0.0 -0.6 0.3
H -4.76934 0.53033 2.51762 0.4 0.6 0.5
H -6.12519 0.85048 1.54355 -0.1 0.5 -0.1
H -4.49208 4.41648 -0.40752 0.0 0.1 0.0
H -3.56509 5.62821 0.41967 0.4 -0.1 0.5
H -4.91291 4.72232 1.25196 0.3 0.2 0.3
C -4.13036 -2.22058 1.96227 -1.3 -1.0 -0.8
O -2.81424 -1.72357 2.00972 -0.4 -0.3 -0.7
C -2.34445 -1.20245 3.12446 1.3 1.0 0.5
O -2.84159 -1.14764 4.20582 -0.8 -0.2 0.4
O -1.14193 -0.69577 2.81709 0.1 -0.2 -0.8
C -0.40195 -0.03222 3.81562 0.5 0.4 1.0
H -4.73384 -1.74600 1.18470 0.4 0.8 0.2
H -4.70896 -2.24546 2.88222 0.6 0.3 0.4
H -4.11027 -3.23056 1.55148 0.3 -0.2 0.4
H 0.38342 0.57099 3.36022 -0.2 -0.1 -0.4
H 0.11478 -0.71981 4.48653 -0.2 -0.3 -0.1
H -1.00644 0.63409 4.43087 -0.3 -0.1 -0.1
Cl -3.70035 -0.08989 -4.99251 -0.6 -0.3 0.3
C -2.64526 0.90716 -5.93507 0.8 0.7 -0.6
Cl -2.60264 0.46116 -7.66988 0.1 -0.2 0.3
H -2.94162 1.95094 -5.94528 -0.3 -0.1 0.3
H -1.65285 0.84415 -5.49863 0.1 -0.1 -0.2
Cl -1.91748 5.74443 -1.92165 0.0 0.0 -0.1
C -0.33396 5.06573 -1.48896 0.2 -0.1 -0.5
Cl 0.98652 6.15146 -1.95264 -0.3 0.2 0.5
H -0.33925 4.86669 -0.42686 0.2 0.2 0.0
H -0.18268 4.15893 -2.06772 -0.1 -0.1 0.1
Cl 1.91404 4.27293 -4.43048 0.0 -0.3 -0.5
C 0.35546 4.29732 -5.33062 0.8 -0.2 0.8
Cl 0.28501 3.08668 -6.59675 0.0 0.0 -0.2
H -0.36955 4.03233 -4.57059 -0.3 0.3 -0.2
H 0.30890 5.29545 -5.74406 -0.4 -0.1 -0.1
```
Positions in Å, forces in eV/Å.

The SMILES is O=C1OC[C@@H](F)O1.O=C1OC[C@@H](F)O1.O=C1OC[C@@H](F)O1.O=C1OC[C@@H](F)O1.COC(=O)OC.COC(=O)OC.COC(=O)OC.COC(=O)OC.COC(=O)OC.ClCCl.ClCCl.ClCCl. For the HOMO energy, the calculation gives -10.3766 eV. The spin multiplicity is 1. The calculation puts the total energy at -173175.664 eV. The calculation puts the LUMO energy at 0.1 eV.



Density functional theory data (the ωB97M-V functional and the def2-TZVPD basis) for a 7-piece molecular cluster, H14O7 overall.

```
21
Properties=species:S:1:pos:R:3:forces:R:3
O 0.19679 4.12036 2.27255 -0.2 0.1 -0.2
H 0.30856 3.19537 2.49194 0.1 -0.3 0.2
H 0.91883 4.56197 2.71963 0.2 0.1 0.1
O 1.84090 2.90739 -2.29161 -0.1 0.2 -0.1
H 1.78314 2.23140 -1.61638 -0.1 -0.2 0.2
H 2.41092 2.52953 -2.96134 0.1 -0.1 -0.2
O 0.17855 -0.03410 0.23734 0.3 -0.1 -0.1
H -0.62208 -0.48948 -0.02314 -0.3 -0.1 -0.2
H -0.04233 0.38212 1.07052 0.0 0.1 0.3
O -2.94629 -4.21330 -1.43458 0.0 -0.3 0.2
H -3.53520 -4.19977 -2.18906 -0.1 0.0 -0.2
H -2.87863 -3.29691 -1.16649 0.1 0.4 0.0
O 1.42143 1.21606 3.85673 -0.2 0.1 -0.2
H 2.37338 1.14254 3.78878 0.3 0.0 -0.1
H 1.22519 0.96536 4.75943 -0.1 0.0 0.2
O -2.92677 -0.83968 -1.91416 0.1 -0.2 0.3
H -3.85821 -0.64064 -1.81903 -0.3 0.1 0.1
H -2.70953 -0.55321 -2.80127 0.2 0.1 -0.2
O 2.27289 -3.09829 -1.36970 0.0 -0.1 -0.2
H 1.78521 -2.39847 -0.93537 -0.2 0.3 0.1
H 2.80324 -3.48824 -0.67478 0.1 -0.1 0.1
```
Positions in Å, forces in eV/Å.

The SMILES is O.O.O.O.O.O.O. The relative energy (zero: lowest compared OMol25 entry of this formula, charge and spin) comes out at 45.21 kcal/mol. For the HOMO energy, the calculation gives -11.2339 eV. The spin multiplicity is 1. The calculation puts the total energy at -14559.501 eV. The calculation puts the LUMO energy at 0.3 eV.



Record-wise gap between HOMO and LUMO values, in eV: 10.43; 11.52